[1]
Molecular formula: C5H11NO
Method: DFT, ωB97M-V/def2-TZVPD

Output
Structure (SMILES): C=CN1C[C@@H]1C.O
Kohn-Sham gap, eV: 9.945
Electronic energy, hartree: -327.04419
Energy relative to the best compared isomer or geometry (same formula, charge and spin), kJ/mol: 228.8
Highest occupied orbital energy, eV: -8.94

```
18
C5H11NO, DFT ωB97M-V/def2-TZVPD
C -2.06 -0.71 -0.05
C -1.04 -0.71 0.81
N 0.19 -0.06 0.56
C 1.42 -0.76 0.90
C 1.04 -0.54 -0.52
C 1.71 0.48 -1.40
H -1.98 -0.20 -1.01
H -3.00 -1.17 0.20
H -1.13 -1.17 1.79
H 2.19 -0.14 1.35
H 1.33 -1.76 1.31
H 0.65 -1.42 -1.03
H 1.01 0.87 -2.14
H 2.56 0.02 -1.92
H 2.09 1.31 -0.80
O -1.80 2.37 0.57
H -2.28 1.61 0.92
H -0.91 2.00 0.46
```

=====

[2]
Molecular formula: C5H11NO
Method: DFT, ωB97M-V/def2-TZVPD

Output
Kohn-Sham gap (alpha / beta), eV: 7.558 / 7.555
Electronic energy, hartree: -326.93861
Energy relative to the best compared isomer or geometry (same formula, charge and spin), kJ/mol: 506.0
Highest occupied orbital energy (alpha / beta), eV: -7.33 / -7.32

```
18
C5H11NO, DFT ωB97M-V/def2-TZVPD
C 1.43 0.49 0.70
C 0.18 1.20 0.50
C 0.55 -1.34 -0.22
C -1.55 0.14 -1.02
C -0.76 -0.01 0.29
O 2.58 0.81 0.10
N -1.33 -0.38 1.43
H 2.42 1.38 -0.67
H 1.57 -0.07 1.61
H -1.85 -1.24 1.30
H -0.17 1.76 1.38
H 0.23 1.87 -0.37
H -0.23 -1.99 -0.61
H 0.99 -1.87 0.62
H 1.25 -1.25 -1.06
H -2.26 0.96 -0.90
H -2.11 -0.78 -1.21
H -0.92 0.34 -1.88
```

=====

[3]
Molecular formula: C5H11NO
Method: DFT, ωB97M-V/def2-TZVPD

Output
Kohn-Sham gap (alpha / beta), eV: 8.421 / 8.419
Electronic energy, hartree: -326.93292
Energy relative to the best compared isomer or geometry (same formula, charge and spin), kJ/mol: 521.0
Highest occupied orbital energy (alpha / beta), eV: -7.51 / -7.51

```
18
C5H11NO, DFT ωB97M-V/def2-TZVPD
C -1.40 -0.81 -2.12
C -1.00 -1.09 -0.69
C 0.40 -1.35 -0.24
N -0.11 -0.12 -0.06
C -0.05 1.13 0.26
C 1.26 1.73 0.70
O 1.47 1.69 2.10
H -2.23 -0.09 -2.18
H -1.73 -1.74 -2.59
H -0.56 -0.41 -2.69
H -1.80 -1.45 -0.04
H 1.29 -1.57 -0.80
H 0.41 -1.35 2.20
H -0.98 1.69 0.27
H 0.31 -1.04 2.87
H 2.08 1.22 0.16
H 1.29 2.79 0.44
H 1.36 0.77 2.39
```